Below is a molecular structure, C43H50BrN3O3P2PdTe, with properties calculated with ωB97M-V/def2-TZVPD.

Last column: Mulliken charge in e.
Positions of all 104 atoms, in Å:
Pd 0.1236 -0.9996 2.4528  -2.44
C 3.5072 1.4814 1.6725  -1.59
P 2.2316 0.3451 2.3682  1.97
C 3.3181 -1.1068 2.7042  -1.68
C 2.1711 1.0936 4.0739  -1.17
C 1.3740 0.2663 5.0822  -1.22
P -0.3505 -0.0788 4.5094  1.17
C -1.1791 1.4990 4.9370  -1.50
C -0.8878 -1.1438 5.8977  -1.42
H 4.4144 1.4622 2.2832  0.51
H 3.1162 2.5021 1.6316  0.37
H 3.7410 1.1677 0.6526  0.16
H 4.1117 -0.8523 3.4152  0.47
H 3.7683 -1.4331 1.7625  0.37
H 2.7121 -1.9313 3.0831  0.32
H 1.7263 2.0908 3.9753  0.28
H 3.1987 1.2298 4.4240  0.60
H 1.3549 0.7574 6.0605  0.58
H 1.8381 -0.7161 5.2073  0.31
H -0.9184 1.8118 5.9510  0.45
H -2.2612 1.3769 4.8626  0.39
H -0.8814 2.2721 4.2259  0.31
H -0.6135 -0.7013 6.8580  0.42
H -0.4067 -2.1170 5.7841  0.33
H -1.9687 -1.2926 5.8649  0.39
C -3.6563 -1.5584 2.3716  -1.29
O -2.7734 -0.6604 1.7276  0.47
C -3.1946 0.5949 1.4653  -0.13
C -4.5066 1.0041 1.5900  -0.54
C -4.8395 2.3138 1.2509  -0.55
Br -6.6381 2.8868 1.4990  -0.24
C -3.9103 3.1892 0.7615  -0.62
C -2.5790 2.7728 0.6275  0.41
C -2.1995 1.4894 1.0141  1.19
O -0.9029 1.1617 0.9370  1.29
C -1.6091 3.7224 0.0513  0.25
N -1.9366 4.8664 -0.5019  -0.83
C -0.7385 5.4261 -0.9120  0.15
C -0.4906 6.6306 -1.5718  -0.70
C 0.8219 6.9507 -1.8707  -0.54
C 1.8804 6.0948 -1.5240  -0.60
C 1.6526 4.8934 -0.8772  -0.72
C 0.3292 4.5752 -0.5857  0.80
N -0.2584 3.5003 0.0350  0.69
H -4.4841 -1.8336 1.7151  0.40
H -4.0514 -1.1271 3.2952  0.43
H -3.0642 -2.4372 2.5990  0.18
H -5.2700 0.3217 1.9343  0.63
H -4.1651 4.1963 0.4631  0.60
H -0.6221 0.2475 1.3527  -0.64
H -1.3145 7.2808 -1.8424  0.44
H 1.0422 7.8771 -2.3880  0.36
H 2.8955 6.3810 -1.7715  0.41
H 2.4675 4.2268 -0.6174  0.36
H 0.1616 2.6246 0.3110  -0.20
C -2.2896 0.1281 -7.4057  -1.57
C -1.8746 -0.2651 -6.0080  0.85
C -0.7960 -1.1096 -5.7824  -1.03
C -0.4086 -1.4776 -4.4938  1.00
C 0.8018 -2.3758 -4.3559  -1.03
C -1.1123 -1.0039 -3.3666  -0.92
Te -0.5876 -1.8131 -1.3049  0.36
N 0.3320 -2.3642 0.8159  -0.06
C 0.5786 -3.4171 1.5498  0.33
O 0.7060 -3.3221 2.8347  -0.72
C 0.8526 -4.7864 0.9671  0.23
C 0.3182 -5.2402 -0.2352  0.22
C 0.6516 -6.4974 -0.7275  -0.86
C 1.5284 -7.3170 -0.0296  -0.33
C 2.0530 -6.8807 1.1816  -0.60
C 1.7102 -5.6289 1.6763  -0.45
C 1.1277 -0.5667 -1.4622  0.03
C 0.8749 0.7759 -1.7514  -0.53
C 1.9037 1.6912 -1.9296  -0.87
C 3.2205 1.2666 -1.8099  -0.62
C 3.4845 -0.0672 -1.5320  -0.67
C 2.4616 -1.0067 -1.3606  1.43
C 2.8375 -2.4459 -1.1227  -1.15
C -2.2005 -0.1414 -3.6000  1.62
C -3.0209 0.4678 -2.4800  -1.63
C -2.5605 0.2133 -4.9027  -0.86
H -1.7020 -0.4062 -8.1541  0.34
H -2.1507 1.2000 -7.5682  0.31
H -3.3452 -0.0949 -7.5776  0.35
H -0.2385 -1.4956 -6.6330  0.22
H 1.1254 -2.7447 -5.3326  0.39
H 0.5889 -3.2284 -3.7098  0.13
H 1.6356 -1.8312 -3.9027  0.07
H -0.3589 -4.6098 -0.7901  0.28
H 0.2177 -6.8399 -1.6600  0.39
H 1.7978 -8.2898 -0.4259  0.37
H 2.7210 -7.5217 1.7458  0.37
H 2.0955 -5.2770 2.6251  0.39
H -0.1537 1.1062 -1.8537  0.36
H 1.6779 2.7239 -2.1712  0.91
H 4.0386 1.9660 -1.9474  0.32
H 4.5157 -0.4019 -1.4669  0.28
H 3.9107 -2.5953 -1.2624  0.50
H 2.2942 -3.1058 -1.8038  0.08
H 2.5603 -2.7530 -0.1153  -0.12
H -2.8012 -0.0031 -1.5258  -0.31
H -4.0918 0.3665 -2.6785  0.64
H -2.8107 1.5390 -2.3839  0.31
H -3.4051 0.8856 -5.0510  0.38

Output
* 2S+1: 2
* ΔE to the lowest compared entry with this formula, charge and spin: 2.4 kJ/mol
* total charge: -1
* largest force on an atom: 1.49 eV/Å
* E_tot: -5711.25002 a.u.
* ⟨S²⟩: 0.756
* frontier orbital gap (alpha / beta): 0.2261 / 0.2334 Eh